127
Properties=species:S:1:pos:R:3:forces:R:3:lowdin_charge:R:1 method="wB97M-V/def2-TZVPD" s_squared=0.7783 spin_multiplicity=2 e_tot_ev=-247732.846 charge=-2 de_lowest_kcal_mol=43.4 e_homo_ev="1.03 / 1.00"
Cs -1.01933 -1.60346 -0.84250 0.6 -0.3 -0.3 0.751
Br -6.14397 -2.38511 -0.62365 -0.3 1.0 -1.1 0.607
C -5.20788 -3.52241 0.46148 1.5 -1.8 1.2 -0.954
Br -3.28518 -4.67863 -0.06814 -1.0 0.8 0.0 0.199
H -5.83476 -4.33904 0.75330 -0.2 -0.5 -0.1 -0.046
H -4.79126 -3.08682 1.34866 0.1 0.6 0.1 -0.045
O 1.11474 -2.99569 1.42131 -0.9 0.8 1.0 -0.157
H 1.45643 -3.13089 0.49393 0.6 -0.7 -1.4 -0.052
H 1.16166 -3.81257 1.90836 0.2 -0.5 -0.1 0.034
O -1.32861 -1.98586 2.18230 -1.2 -1.3 -0.1 -0.239
H -2.07551 -2.64791 2.10712 1.5 0.9 0.1 0.016
H -0.49698 -2.46307 1.90619 -0.3 0.3 0.2 -0.037
O -2.11702 2.35740 -3.32086 0.0 0.6 0.3 -0.112
H -2.69279 3.10990 -3.14845 -0.1 0.0 -0.2 0.027
H -1.83466 2.11142 -2.39811 0.0 -0.5 -0.3 -0.014
O 4.04500 6.97874 -1.92725 0.0 -1.0 0.9 0.010
C 4.04037 6.11982 -1.18208 0.0 1.0 -0.9 0.013
Cl 1.20219 0.49611 -3.26020 0.6 0.2 -1.9 0.452
C 1.60534 0.79090 -5.08517 -0.4 0.2 1.7 -0.916
Cl 3.25240 0.31080 -5.54746 -0.6 0.1 0.2 0.498
H 1.49235 1.87778 -5.19386 0.1 -0.6 -0.1 0.022
H 0.86668 0.22361 -5.64830 0.3 0.0 0.1 -0.003
C -4.26496 0.11856 -4.48983 0.6 -0.5 0.9 -0.076
N -3.36322 -0.41015 -5.48826 1.2 -0.4 -0.7 -0.254
C -2.26681 0.47541 -5.90833 -0.5 -0.2 -1.0 -0.052
C -3.08930 -1.77886 -5.51342 0.3 -1.4 2.1 -0.767
S -2.61382 -2.67195 -4.15692 -0.3 0.8 0.0 0.638
N -3.23484 -2.46190 -6.65714 -0.5 1.4 -1.9 -0.210
C -3.44990 -1.74784 -7.93280 -1.4 -0.1 0.6 -0.041
C -3.35311 -3.88716 -6.75631 0.8 -1.4 0.7 -0.112
H -4.79688 -0.72725 -4.06755 -0.1 0.0 0.2 0.069
H -4.96166 0.70439 -5.04815 -0.7 0.9 0.0 0.069
H -3.77839 0.70334 -3.66781 -0.3 -0.5 -0.8 0.090
H -2.05563 1.24217 -5.16118 0.1 -0.3 0.1 0.059
H -2.60488 0.94541 -6.83597 0.2 0.5 -0.1 0.070
H -1.36160 -0.08206 -6.19770 -0.3 0.0 0.5 0.082
H -4.02662 -0.83820 -7.73869 0.4 0.1 0.1 0.081
H -4.13123 -2.33048 -8.58322 0.7 0.0 0.2 0.084
H -2.52270 -1.50662 -8.42733 0.3 0.0 -0.3 0.081
H -3.38948 -4.36378 -5.74793 0.0 0.6 -0.8 0.040
H -2.49596 -4.36183 -7.28356 -0.4 0.4 0.2 0.102
H -4.26982 -4.11293 -7.29748 -0.1 -0.1 -0.1 0.076
C -0.14958 0.68378 9.62411 -1.9 -1.2 1.1 -0.085
C -0.22786 0.95955 8.14631 -0.1 0.9 -0.5 -0.289
C -1.45936 0.97226 7.47374 1.1 -0.7 0.1 -0.043
C -1.55239 1.22459 6.11303 0.3 0.1 -0.4 -0.310
C -2.91486 1.09215 5.44995 0.2 -0.2 0.5 -0.086
C -0.38861 1.55879 5.36813 0.7 -0.4 0.9 -0.319
Te -0.53265 1.69786 3.09198 0.6 0.4 1.5 1.631
N -0.79966 1.01837 1.14907 -1.3 0.5 -3.5 -0.278
C -1.64398 1.57683 0.22897 1.3 -0.5 1.6 -0.607
O -1.48464 1.31363 -1.00954 -0.5 0.3 1.2 -0.236
C -2.65262 2.65737 0.66536 0.0 -1.0 -0.9 -0.177
C -3.57258 2.58823 1.72087 0.3 1.2 -0.6 -0.060
C -4.21421 3.79223 2.07832 0.3 -1.1 0.1 -0.103
C -4.05765 4.92593 1.31591 -0.4 1.6 -1.0 -0.128
C -3.24044 4.95661 0.18032 -0.3 -0.6 0.1 -0.081
C -2.56464 3.77910 -0.14828 0.0 1.0 0.3 -0.038
C 0.78503 3.43035 2.93802 -0.6 0.6 0.9 -0.307
C 1.94543 3.39920 2.14311 -1.6 -1.1 1.6 -0.305
C 2.37432 2.04960 1.61481 -0.1 -0.1 -0.4 -0.076
C 2.72221 4.54550 2.08181 0.9 1.1 -0.2 -0.036
C 2.45332 5.70661 2.84369 -1.3 -1.2 0.4 -0.247
C 3.32589 6.95414 2.75323 0.2 0.1 -0.3 -0.085
C 1.30071 5.63961 3.72616 2.8 2.0 -1.0 -0.040
C 0.47942 4.56358 3.78769 -0.7 -2.1 -1.1 -0.304
C -0.68653 4.54515 4.74148 0.4 1.4 1.1 -0.087
C 0.89239 1.54112 6.00464 -1.7 0.0 0.4 -0.278
C 2.19122 1.75155 5.27314 -0.1 0.4 0.3 -0.064
C 0.90024 1.28894 7.39618 0.8 0.0 0.0 -0.032
H -0.45461 -0.37804 9.86779 0.4 0.7 -0.6 0.082
H -0.93410 1.23131 10.26421 1.4 -0.2 -1.0 0.093
H 0.85046 0.75307 10.02194 0.3 0.5 0.2 0.053
H -2.30323 0.58951 8.01274 -0.6 0.1 0.2 0.100
H -3.70050 0.90296 6.21259 0.4 0.2 -0.4 0.076
H -2.90869 0.23906 4.75784 -0.1 0.3 0.0 0.077
H -3.13125 2.01630 4.91444 -0.2 -0.1 -0.2 0.048
H -3.83857 1.64147 2.17061 0.4 0.1 0.4 0.107
H -4.76090 3.83646 3.00550 -0.6 -0.1 0.0 0.092
H -4.68590 5.83505 1.44046 0.6 -0.7 0.6 0.101
H -3.19384 5.88849 -0.40196 0.1 -0.7 0.1 0.099
H -1.91930 3.68886 -1.01292 0.1 0.3 0.1 0.102
H 2.70533 1.31235 2.39453 -0.3 0.9 -0.5 0.088
H 3.18508 2.25443 0.95111 0.9 -0.3 -0.5 0.060
H 1.61439 1.52521 1.01127 0.0 0.3 0.3 0.059
H 3.59183 4.50251 1.39548 -0.4 0.2 0.6 0.101
H 3.27121 7.58698 3.66785 -0.1 -0.5 -0.5 0.066
H 2.99106 7.59474 1.87969 0.6 -0.7 0.9 0.082
H 4.40498 6.65892 2.63837 -1.0 0.4 -0.1 0.079
H 1.16386 6.53901 4.34937 -0.3 -0.6 -0.2 0.109
H -0.87073 5.56925 5.15445 0.2 -0.6 -0.4 0.084
H -0.47151 3.92787 5.62108 0.0 0.0 -0.3 0.067
H -1.61694 4.20424 4.32909 -0.3 -0.3 -0.5 0.041
H 2.56214 2.78602 5.28616 -0.4 0.0 0.0 0.091
H 2.08569 1.47453 4.23334 0.0 -0.2 -0.1 0.011
H 2.97754 1.17280 5.73954 0.2 -0.4 0.1 0.074
H 1.88244 1.34280 7.89978 -0.5 -0.2 -0.2 0.113
C 0.72776 -5.88043 -4.03378 -0.4 1.1 -0.2 -0.081
C 1.32899 -4.45579 -3.82571 1.1 -1.8 1.3 -0.399
C 1.45264 -3.82293 -5.17716 0.1 0.6 -1.4 -0.108
C 2.70221 -4.54984 -3.10770 -0.2 0.2 -0.5 -0.161
C 3.73474 -5.13037 -3.77387 1.2 -0.6 -0.3 -0.134
C 5.04857 -5.25031 -3.23743 -1.3 0.3 1.0 -0.157
C 5.22440 -4.76565 -1.92531 0.4 0.5 -0.1 -0.127
C 4.26953 -4.03465 -1.21826 1.3 -0.8 -0.1 -0.169
C 4.76927 -3.31640 0.07067 -0.9 -0.6 -0.4 -0.354
C 4.02245 -1.98214 0.28599 -0.3 -0.2 -0.4 -0.101
C 4.75164 -4.22984 1.34887 -0.7 0.0 -1.8 -0.068
C 2.92225 -3.94590 -1.76333 -0.5 0.2 -0.4 -0.421
N 1.95703 -3.35142 -1.18040 -2.1 0.7 1.5 -0.008
H -0.19472 -5.68272 -4.64346 0.6 -0.8 0.3 0.069
H 0.45583 -6.35983 -3.09085 0.0 0.1 0.0 0.068
H 1.47144 -6.50890 -4.53103 -0.3 0.0 -0.3 0.056
H 0.63738 -3.96865 -3.14116 0.2 0.6 -0.1 0.084
H 1.97401 -4.49193 -5.95780 -1.0 0.8 1.1 0.095
H 2.02112 -2.90053 -5.16101 0.5 0.2 0.3 0.055
H 0.46827 -3.44388 -5.50337 0.0 -0.7 -0.4 0.052
H 3.60911 -5.57297 -4.76948 -0.2 0.2 0.1 0.085
H 5.82989 -5.69624 -3.80695 0.5 -0.4 -0.2 0.037
H 6.20507 -4.90708 -1.43532 -0.2 0.2 -0.3 0.089
H 5.82716 -3.09351 -0.11499 -0.1 0.0 -0.1 0.103
H 2.97295 -2.14641 0.56569 0.8 0.1 -0.1 0.028
H 3.98828 -1.44807 -0.67185 0.0 0.0 0.1 0.077
H 4.48853 -1.32099 1.00887 0.4 0.0 0.4 0.054
H 3.76146 -4.17702 1.79972 0.0 -0.1 0.2 0.053
H 5.49304 -3.82704 1.99654 0.6 0.1 1.0 0.040
H 4.97739 -5.28058 1.06028 0.0 0.7 0.3 0.074